Record 1
Density functional theory data (ωB97M-V with the def2-TZVPD basis set) for C28H59Cl22NO4P2S as an isolated structure in a non-equilibrium geometry.

Geometry as ORCA input:
```
! RIJCOSX wB97M-V def2-TZVPD def2/J DEFGRID3
* xyz 0 1
C -2.19 1.69 1.05
C -0.67 1.49 1.24
C 0.02 0.48 0.27
C 0.38 -0.92 0.87
P 1.20 -0.87 2.55
O 0.58 -1.96 3.40
C 1.17 -1.72 -0.21
P 2.83 -0.99 -0.66
N 3.34 0.15 0.34
C 0.35 -1.99 -1.50
O -0.03 -0.78 -2.18
S -1.03 0.13 -1.21
O -1.34 1.33 -1.98
O -2.17 -0.74 -0.86
H -2.47 2.21 0.12
H -2.52 2.35 1.87
H -2.72 0.75 1.20
H -0.20 2.47 1.04
H -0.50 1.28 2.30
H 0.91 0.98 -0.14
H -0.57 -1.45 1.03
H 2.57 -1.18 2.37
H 1.17 0.43 3.11
H 1.37 -2.72 0.21
H 2.78 -0.42 -1.98
H 3.76 -2.05 -0.69
H 3.50 1.03 -0.14
H -0.54 -2.60 -1.31
H 0.98 -2.57 -2.18
Cl 4.54 -2.31 1.98
C 6.14 -2.29 1.20
C 7.16 -1.54 2.02
Cl 6.84 0.21 2.09
H 6.03 -1.85 0.21
H 6.45 -3.32 1.08
H 8.15 -1.67 1.58
H 7.20 -1.92 3.04
Cl -4.72 -3.75 3.14
C -3.15 -3.71 2.28
C -2.13 -2.85 3.00
Cl -2.56 -1.12 2.95
H -3.33 -3.35 1.27
H -2.79 -4.73 2.22
H -1.16 -2.95 2.52
H -2.03 -3.14 4.04
Cl -4.82 0.79 -4.32
C -3.19 0.95 -5.01
C -2.39 2.05 -4.35
Cl -3.03 3.68 -4.72
H -3.29 1.12 -6.08
H -2.69 0.00 -4.86
H -1.37 2.03 -4.71
H -2.38 1.93 -3.27
Cl 5.83 -0.42 8.18
C 6.38 0.59 6.81
C 5.23 1.07 5.96
Cl 4.44 -0.26 5.07
H 7.08 0.00 6.23
H 6.91 1.44 7.23
H 5.59 1.78 5.22
H 4.47 1.57 6.57
Cl -3.93 0.69 6.94
C -5.44 0.84 6.00
C -5.17 1.12 4.54
Cl -4.48 2.75 4.29
H -6.04 1.63 6.45
H -5.97 -0.10 6.10
H -6.10 1.08 3.98
H -4.48 0.40 4.12
Cl 5.95 -5.98 0.44
C 5.61 -6.29 -1.29
C 6.32 -5.31 -2.19
Cl 5.66 -3.66 -2.05
H 4.53 -6.26 -1.43
H 5.95 -7.30 -1.50
H 6.19 -5.62 -3.23
H 7.38 -5.27 -1.98
Cl 1.47 3.01 4.02
C 0.23 2.94 5.31
C -1.16 3.23 4.78
Cl -1.36 4.92 4.27
H 0.52 3.63 6.09
H 0.26 1.93 5.72
H -1.89 3.04 5.56
H -1.40 2.59 3.93
Cl -2.63 -3.38 -4.10
C -4.01 -3.64 -5.19
C -3.62 -3.55 -6.65
Cl -3.16 -1.89 -7.11
H -4.78 -2.90 -4.94
H -4.41 -4.63 -4.98
H -4.46 -3.83 -7.28
H -2.78 -4.20 -6.87
Cl 0.58 5.10 1.41
C 0.48 6.19 0.01
C -0.38 5.57 -1.07
Cl 0.40 4.14 -1.79
H 1.48 6.40 -0.35
H 0.04 7.13 0.35
H -0.56 6.28 -1.88
H -1.35 5.27 -0.67
Cl -2.51 7.75 -3.44
C -3.91 7.63 -4.55
C -3.50 7.80 -5.99
Cl -2.97 9.46 -6.35
H -4.64 8.38 -4.24
H -4.34 6.64 -4.40
H -4.36 7.59 -6.64
H -2.70 7.12 -6.26
Cl 0.46 -5.23 -2.57
C -0.65 -4.48 -3.76
C -1.59 -5.49 -4.37
Cl -0.74 -6.64 -5.43
H -0.05 -3.99 -4.51
H -1.22 -3.72 -3.22
H -2.33 -4.97 -4.99
H -2.12 -6.06 -3.61
*
```

As for the HOMO-LUMO gap: 9.07 eV. The HOMO energy comes out at -8.919 eV. The calculation puts the max |F| at 0.15272 hartree/bohr. As for the total energy: -344577.745 eV.

Löwdin population analysis, charges in e, atoms 1 to 99:
1. C -0.115
2. C -0.234
3. C -0.305
4. C -0.387
5. P 0.784
6. O -0.480
7. C -0.390
8. P 0.768
9. N -0.308
10. C -0.282
11. O -0.241
12. S 0.754
13. O -0.335
14. O -0.283
15. H 0.076
16. H 0.055
17. H 0.014
18. H 0.062
19. H 0.049
20. H 0.106
21. H 0.083
22. H -0.090
23. H -0.015
24. H 0.128
25. H 0.035
26. H -0.053
27. H -0.026
28. H 0.110
29. H 0.088
30. Cl 0.580
31. C -0.663
32. C -0.651
33. Cl 0.534
34. H 0.031
35. H 0.015
36. H 0.072
37. H 0.067
38. Cl 0.533
39. C -0.654
40. C -0.635
41. Cl 0.654
42. H 0.066
43. H 0.074
44. H 0.038
45. H 0.079
46. Cl 0.537
47. C -0.678
48. C -0.669
49. Cl 0.532
50. H 0.056
51. H 0.036
52. H 0.080
53. H 0.014
54. Cl 0.535
55. C -0.666
56. C -0.663
57. Cl 0.532
58. H 0.064
59. H 0.071
60. H 0.071
61. H 0.066
62. Cl 0.538
63. C -0.655
64. C -0.645
65. Cl 0.583
66. H 0.067
67. H 0.074
68. H 0.077
69. H 0.007
70. Cl 0.571
71. C -0.649
72. C -0.642
73. Cl 0.569
74. H 0.068
75. H 0.074
76. H 0.074
77. H 0.071
78. Cl 0.545
79. C -0.623
80. C -0.687
81. Cl 0.535
82. H 0.069
83. H 0.077
84. H 0.039
85. H 0.029
86. Cl 0.782
87. C -0.531
88. C -0.625
89. Cl 0.593
90. H 0.077
91. H 0.093
92. H 0.081
93. H 0.066
94. Cl 0.544
95. C -0.642
96. C -0.658
97. Cl 0.568
98. H 0.069
99. H 0.076

Record 2
Density functional theory data (ωB97M-V with the def2-TZVPD basis set) for C28H60F12Mg2O24S4 as an isolated structure in a non-equilibrium geometry.

Geometry as ORCA input:
```
! RIJCOSX wB97M-V def2-TZVPD def2/J DEFGRID3
* xyz 0 1
Mg -1.62 -0.91 3.40
Mg -0.23 2.91 0.99
C -4.53 1.66 1.41
F -4.90 2.70 0.70
F -5.54 1.30 2.21
F -4.27 0.63 0.62
S -3.08 2.08 2.50
O -2.65 0.73 2.89
O -2.08 2.72 1.65
O -3.62 2.91 3.55
C -0.78 -1.09 -0.90
F -0.07 -0.65 -1.93
F -2.03 -0.65 -0.98
F -0.81 -2.42 -0.88
S 0.01 -0.39 0.67
O 1.39 -0.83 0.68
O -0.17 1.04 0.55
O -0.82 -0.98 1.73
C 0.04 2.78 5.27
F -0.17 2.16 6.41
F -1.10 3.29 4.88
F 0.96 3.69 5.40
S 0.64 1.57 3.96
O 2.04 1.30 4.22
O -0.17 0.34 4.01
O 0.44 2.35 2.73
C 3.13 2.89 -1.90
F 2.38 1.81 -2.11
F 4.30 2.62 -1.36
F 3.36 3.47 -3.08
S 2.22 4.18 -0.86
O 1.42 4.99 -1.75
O 1.41 3.32 0.06
O 3.26 4.92 -0.15
C -2.41 -0.06 6.28
O -2.67 -0.74 5.06
C -4.06 -1.00 4.86
C -4.29 -1.95 3.67
O -3.31 -1.71 2.67
C -3.54 -2.47 1.50
H -3.01 0.85 6.32
H -1.35 0.17 6.31
H -2.64 -0.62 7.19
H -4.49 -0.02 4.66
H -4.57 -1.47 5.71
H -5.27 -1.83 3.20
H -4.22 -2.96 4.09
H -4.40 -2.20 0.88
H -3.75 -3.52 1.75
H -2.64 -2.55 0.90
C -3.74 3.00 -6.68
O -3.44 1.63 -6.54
C -4.46 0.68 -6.69
C -4.45 -0.38 -5.59
O -4.98 0.03 -4.33
C -4.21 1.05 -3.71
H -3.81 3.26 -7.75
H -2.92 3.61 -6.30
H -4.71 3.22 -6.25
H -4.18 0.18 -7.62
H -5.50 1.01 -6.82
H -3.49 -0.89 -5.42
H -5.12 -1.18 -5.91
H -4.82 1.47 -2.92
H -3.90 1.93 -4.28
H -3.33 0.61 -3.23
C 2.56 -3.65 6.39
O 2.16 -3.86 5.03
C 3.13 -3.25 4.18
C 2.53 -3.09 2.80
O 1.71 -4.20 2.50
C 1.30 -4.23 1.17
H 1.76 -4.14 6.95
H 2.62 -2.61 6.68
H 3.47 -4.19 6.66
H 4.03 -3.87 4.14
H 3.42 -2.28 4.58
H 3.28 -2.90 2.03
H 1.95 -2.16 2.84
H 2.15 -4.05 0.49
H 0.56 -3.46 0.92
H 0.94 -5.22 0.90
C 2.31 -2.75 -2.65
O 2.85 -3.79 -3.46
C 2.52 -5.07 -3.00
C 1.14 -5.56 -3.44
O 1.03 -5.68 -4.85
C 0.67 -4.45 -5.47
H 2.29 -2.98 -1.59
H 1.30 -2.55 -3.01
H 2.96 -1.90 -2.87
H 2.58 -5.13 -1.91
H 3.24 -5.82 -3.32
H 0.37 -4.96 -2.94
H 0.94 -6.57 -3.07
H -0.25 -4.05 -5.02
H 0.42 -4.62 -6.52
H 1.51 -3.76 -5.45
C -2.40 6.03 -4.06
O -2.57 5.01 -3.10
C -2.01 5.38 -1.84
C -2.22 4.27 -0.84
O -1.21 3.28 -0.79
C -0.86 2.76 -2.08
H -1.37 6.37 -4.17
H -3.06 6.90 -3.92
H -2.79 5.59 -4.98
H -2.46 6.33 -1.51
H -0.97 5.70 -1.93
H -3.18 3.79 -1.03
H -2.39 4.75 0.12
H -1.82 2.48 -2.54
H -0.42 1.77 -1.96
H -0.34 3.52 -2.65
C 8.74 -0.19 2.40
O 7.87 -0.07 1.29
C 6.83 0.86 1.49
C 5.44 0.29 1.15
O 5.61 -0.47 -0.02
C 4.40 -0.99 -0.55
H 8.25 -0.39 3.34
H 9.37 0.70 2.54
H 9.43 -0.98 2.10
H 6.92 1.77 0.89
H 6.85 1.19 2.53
H 4.80 1.16 1.00
H 5.06 -0.29 2.00
H 4.05 -1.84 0.03
H 4.63 -1.34 -1.56
H 3.69 -0.17 -0.60
*
```

As for the HOMO-LUMO gap: 8.35 eV. The HOMO energy comes out at -8.942 eV. The calculation puts the max |F| at 0.05497 hartree/bohr. As for the total energy: -165990.173 eV.

Löwdin population analysis, charges in e, atoms 1 to 99:
1. Mg 0.717
2. Mg 0.657
3. C -0.668
4. F 0.167
5. F 0.141
6. F 0.166
7. S 0.620
8. O -0.321
9. O -0.302
10. O -0.238
11. C -0.643
12. F 0.156
13. F 0.144
14. F 0.149
15. S 0.617
16. O -0.230
17. O -0.285
18. O -0.318
19. C -0.694
20. F 0.151
21. F 0.164
22. F 0.200
23. S 0.633
24. O -0.243
25. O -0.322
26. O -0.312
27. C -0.654
28. F 0.142
29. F 0.153
30. F 0.129
31. S 0.584
32. O -0.296
33. O -0.359
34. O -0.285
35. C -0.035
36. O -0.244
37. C -0.129
38. C -0.126
39. O -0.249
40. C -0.048
41. H 0.119
42. H 0.083
43. H 0.109
44. H 0.134
45. H 0.144
46. H 0.148
47. H 0.140
48. H 0.113
49. H 0.108
50. H 0.081
51. C -0.106
52. O -0.206
53. C -0.205
54. C -0.196
55. O -0.173
56. C -0.107
57. H 0.087
58. H 0.077
59. H 0.092
60. H 0.126
61. H 0.132
62. H 0.126
63. H 0.123
64. H 0.088
65. H 0.072
66. H 0.075
67. C -0.116
68. O -0.179
69. C -0.193
70. C -0.196
71. O -0.155
72. C -0.119
73. H 0.084
74. H 0.085
75. H 0.088
76. H 0.128
77. H 0.121
78. H 0.116
79. H 0.109
80. H 0.075
81. H 0.064
82. H 0.094
83. C -0.080
84. O -0.179
85. C -0.216
86. C -0.214
87. O -0.168
88. C -0.104
89. H 0.073
90. H 0.075
91. H 0.086
92. H 0.112
93. H 0.128
94. H 0.114
95. H 0.124
96. H 0.086
97. H 0.085
98. H 0.084
99. C -0.102

Number 1: LUMO 0.1 eV. Number 2: LUMO -0.6 eV.